Entry from OMol25: a structure of composition C36H46BF5N2O2OsPS3 at a distorted geometry (ωB97M-V/def2-TZVPD).

Each line ends with the Mulliken spin population.
Element x y z (Å)
Os (-0.1635, -1.2337, -0.9631)  2.78
C (-1.1621, -6.4375, -2.7930)  0.00
C (-0.8404, -4.9965, -2.2988)  0.00
O (-1.9648, -4.1899, -1.8454)  -0.01
P (-2.1141, -3.0340, -0.7583)  0.09
S (-2.3667, -1.1260, -1.6213)  0.28
S (-0.4980, -3.0571, 0.5381)  0.30
O (-3.3711, -3.6220, 0.1407)  0.02
C (-4.6299, -3.9279, -0.6036)  0.01
C (-5.6167, -2.7895, -0.5720)  0.01
H (-0.3306, -6.8057, -3.4245)  0.00
H (-2.0560, -6.4321, -3.3691)  0.00
H (-1.3809, -7.0514, -1.9712)  0.00
H (-0.4571, -4.3885, -3.1165)  0.00
H (-0.0121, -4.9595, -1.5283)  0.00
H (-5.0228, -4.7984, -0.0420)  0.00
H (-4.3290, -4.2031, -1.6466)  0.00
H (-6.5152, -3.1602, -1.0474)  0.00
H (-5.2745, -1.9340, -1.1798)  0.00
H (-5.7967, -2.3772, 0.4317)  0.00
F (7.0691, -0.3221, -1.7377)  0.00
C (5.7432, -0.5255, -1.7845)  0.02
C (5.1095, -1.4767, -0.9968)  -0.01
F (5.8332, -2.1386, -0.0578)  0.00
C (3.7717, -1.8858, -1.2012)  -0.06
F (3.3731, -3.0968, -0.7174)  -0.01
C (3.0195, -1.1841, -2.1747)  0.15
S (1.2068, -1.4925, -2.5854)  0.40
C (3.6805, -0.2035, -2.9517)  0.03
F (2.9952, 0.1624, -4.0560)  0.00
C (5.0301, 0.0726, -2.8217)  -0.01
F (5.5602, 0.8866, -3.7600)  0.00
C (4.0934, 2.3056, 0.9925)  0.00
C (2.8117, 3.0583, 0.6559)  0.00
C (3.1787, 4.5801, 0.9190)  0.00
C (2.3746, 2.8647, -0.8095)  -0.01
C (3.4049, 3.2145, -1.7522)  0.00
C (3.1261, 3.0055, -3.1047)  0.00
C (1.8228, 2.6998, -3.4630)  0.03
C (0.7416, 2.6006, -2.5900)  0.04
C (-0.6470, 2.5243, -3.2192)  -0.03
C (-0.8176, 3.5568, -4.3842)  0.00
C (-1.8715, 2.6460, -2.2561)  -0.01
C (1.0642, 2.4812, -1.2043)  -0.05
N (0.1494, 1.9605, -0.2170)  0.13
B (-0.1963, 0.5150, 0.0841)  0.79
N (-0.9677, 0.6912, 1.4435)  0.11
C (-1.0421, 2.0291, 1.6755)  0.05
C (-0.4097, 2.7498, 0.7439)  0.10
C (-1.2271, -0.2761, 2.4348)  -0.10
C (-2.5605, -0.7751, 2.6275)  0.03
C (-2.6700, -1.7680, 3.6381)  0.00
C (-1.6392, -2.0902, 4.5709)  0.00
C (-0.4257, -1.4538, 4.3659)  0.01
C (-0.1260, -0.6524, 3.2409)  -0.09
C (1.3013, -0.2139, 3.0558)  0.02
C (2.3103, -1.3284, 3.4114)  -0.01
C (1.6353, 0.9982, 3.8883)  0.01
C (-3.9746, -0.3417, 2.1714)  -0.01
C (-5.0043, 0.0374, 3.2445)  0.00
C (-3.9711, 0.7376, 1.1420)  0.00
H (4.4438, 2.4715, 1.9806)  0.00
H (5.0188, 2.5686, 0.4093)  0.00
H (3.9342, 1.1826, 0.8287)  0.00
H (2.0326, 2.8504, 1.3986)  0.01
H (4.2014, 4.7097, 0.5536)  0.00
H (3.1825, 4.7128, 2.0054)  0.00
H (2.5236, 5.2921, 0.4254)  0.00
H (4.3752, 3.4948, -1.4034)  0.00
H (3.8905, 3.1155, -3.9203)  0.00
H (1.6965, 2.5851, -4.5141)  0.00
H (-0.7301, 1.5610, -3.7808)  0.00
H (-0.8056, 4.6339, -4.0174)  0.00
H (-1.7948, 3.3306, -4.8041)  0.00
H (-0.1172, 3.4753, -5.2375)  0.00
H (-1.8327, 3.6864, -1.8193)  0.00
H (-1.9650, 1.9552, -1.4159)  0.00
H (-2.8169, 2.6100, -2.8462)  0.00
H (-1.4332, 2.4053, 2.6000)  0.01
H (-0.2471, 3.8327, 0.7217)  0.00
H (-3.6046, -2.2715, 3.7120)  0.00
H (-1.8416, -2.7295, 5.4152)  0.00
H (0.3705, -1.5858, 5.1220)  0.00
H (1.5075, 0.0590, 2.0015)  -0.04
H (2.2629, -1.5367, 4.4804)  0.00
H (3.3457, -1.1121, 3.1869)  0.00
H (2.0528, -2.2694, 2.9579)  0.00
H (1.6977, 0.6881, 4.9675)  0.00
H (0.8526, 1.7709, 3.6438)  0.00
H (2.6918, 1.4180, 3.6694)  0.00
H (-4.3017, -1.2378, 1.6812)  0.00
H (-4.8405, 1.1378, 3.5981)  0.00
H (-4.9660, -0.6755, 4.0544)  0.00
H (-5.9928, 0.0793, 2.8469)  0.00
H (-3.3319, 1.5509, 1.5387)  0.00
H (-4.9923, 1.1042, 1.0149)  0.00
H (-3.4201, 0.5082, 0.1546)  0.01

Atoms 1-2, force components in eV/Å:
-0.088 0.706 2.014
0.472 2.046 -0.004

Calculated values
expectation value of S²: 8.785
molar mass: 962.0 g mol⁻¹
E_tot: -103676.504 eV
2S+1: 6
charge: 0
LUMO (alpha / beta): 0.298 / -1.746 eV
E_HOMO (alpha / beta): -6.0 / -7.5 eV